Entry from the OMol25 dataset: 6 unconnected molecules or ions with the total composition H12O6 (ωB97M-V/def2-TZVPD).

XYZ file:
```
18
Properties=species:S:1:pos:R:3:nbo_charge:R:1
H -0.30095 -0.49138 -0.34392 0.451
H -0.20665 1.01460 -0.25831 0.467
H -3.77545 -2.33787 -0.20045 0.459
H -5.16444 -2.49201 -0.21970 0.451
H 4.44479 0.60875 0.08438 0.456
H 3.73362 -0.48556 0.66472 0.470
H -1.78283 3.66299 -1.40470 0.475
H -0.39532 3.40191 -1.86845 0.468
H 2.41815 -3.45561 -0.38820 0.473
H 1.62171 -2.72879 -1.41578 0.464
H -0.52647 2.35634 1.68127 0.451
H 0.21285 1.18441 2.06412 0.457
O -0.53804 0.17431 0.24675 -0.924
O -4.54886 -2.20105 0.37568 -0.910
O 4.66574 -0.20726 0.49349 -0.926
O -1.03321 3.13777 -1.18477 -0.942
O 1.83311 -2.63517 -0.47701 -0.936
O -0.65775 1.49362 2.15087 -0.904
```

The value obtained for the HOMO energy is -10.15 eV. The energy relative to the best compared isomer or geometry (same formula, charge and spin) is 274.20 kJ/mol. For the largest force on an atom, the calculation gives 4.00 eV/A. The SMILES is O.O.O.O.O.O. Its gap between HOMO and LUMO is 10.35 eV.